38
Properties=species:S:1:pos:R:3:mulliken_charge:R:1 method="wB97M-V/def2-TZVPD" homo_ev=-7.624 e_tot_ev=-28945.209 smiles="Cc1c(C2=C(N=O)Oc3ccccc3N2)cnn1-c1ccccc1" de_lowest_kcal_mol=97.1
H -6.89031 1.91667 0.86167 0.372
N -0.10455 3.17623 1.57388 -0.032
H 0.69854 -2.15143 1.00940 0.449
C 4.61177 -0.88066 -0.32620 -0.140
C -3.26283 1.01688 -0.07704 0.418
C -0.89262 1.40523 0.18387 0.641
H -1.74668 -0.15299 -0.87340 0.225
H 1.53318 2.86269 -0.53212 0.484
C -4.33166 0.29378 -0.56926 -0.412
C -4.81245 2.46153 1.13526 -0.706
N 2.64904 1.06306 -0.74850 -1.080
C 2.99759 -2.62652 -0.79541 -0.066
C 1.57176 1.76438 -0.54778 -0.271
C 3.26307 -1.24747 -0.58104 0.387
H -4.15055 -0.53816 -1.21897 0.362
C 5.60904 -1.79987 -0.24132 -0.709
N 2.29022 -0.24515 -0.53670 0.609
C -5.86587 1.69229 0.63025 -0.355
O -2.47811 2.85328 1.29254 -0.351
C 5.29920 -3.15031 -0.50825 -0.219
C -3.50958 2.08910 0.81440 0.514
H -5.02734 3.29770 1.80234 0.418
H 3.72831 -4.60634 -0.98601 0.359
C 0.44974 0.92617 -0.16486 0.093
C 0.92527 -0.36924 -0.19682 0.665
C -1.16293 2.49222 0.99642 0.028
H 6.11817 -3.88433 -0.53621 0.325
H -6.44066 -0.00729 -0.69509 0.347
C 3.99363 -3.56267 -0.79113 -0.898
C 0.15293 -1.60315 0.22755 -1.985
C -5.63466 0.61953 -0.26705 -0.704
H 6.61429 -1.53619 0.03954 0.396
O -0.35268 4.17343 2.24368 -0.531
H -0.83912 -1.37448 0.59490 0.497
H 4.89276 0.15175 -0.13330 0.400
N -1.94870 0.71832 -0.42277 -0.142
H 1.99743 -2.97715 -1.00027 0.209
H 0.05535 -2.26088 -0.65621 0.401